A:
# C7H14N2O2S

The molecule C7H14N2O2S (ωB97M-V/def2-TZVPD, the Open Molecules 2025 dataset).

Each line ends with the natural charge from an NBO analysis.
Atoms and positions in Å:
C: 2.17 1.61 0.50  -0.462
C: 3.13 -0.59 -0.69  0.869
C: -0.23 -0.78 -0.69  0.101
C: -1.62 -0.79 -0.02  -0.357
C: -1.50 -0.57 1.50  -0.621
C: -2.26 -2.11 -0.22  -0.614
C: -1.51 1.84 -0.87  -0.811
H: 1.44 1.33 1.36  0.219
H: 2.60 2.58 0.83  0.217
H: 1.51 2.23 -0.37  0.195
H: 4.08 0.59 0.80  0.409
H: -0.28 -0.93 -1.93  0.242
H: -0.88 0.33 1.80  0.215
H: -0.76 -1.29 1.89  0.229
H: -2.39 -0.59 2.10  0.231
H: -2.05 -2.40 -1.33  0.228
H: -1.94 -2.98 0.53  0.249
H: -3.48 -2.08 -0.20  0.238
H: -0.45 1.78 -0.97  0.226
H: -1.90 2.76 -1.46  0.260
H: -1.54 2.23 0.15  0.217
N: 3.28 0.67 -0.16  -0.649
N: 1.00 -0.94 0.04  -0.136
O: 4.12 -1.32 -0.61  -0.591
O: 1.94 -0.96 -1.04  -0.416
S: -2.48 0.38 -0.93  0.312

Values from the calculation:
**LUMO energy**: 0.031 eV
**HOMO-LUMO gap**: 9.1 eV
**Charge**: 0
**Structure (SMILES)**: CNC(=O)O/N=C/C(C)(C)SC
**HOMO**: -9.1 eV

***

B:
# C7H14N2O2S

A cluster of 2 separate species, C7H14N2O2S in total (ωB97M-V/def2-TZVPD, the Open Molecules 2025 dataset).

Each line ends with the natural charge from an NBO analysis.
Atoms and positions in Å:
C: 0.16 -0.20 -2.17  -0.327
C: 0.44 1.22 -2.33  -0.365
C: -0.44 1.61 0.94  -0.556
C: 0.92 1.50 1.41  -0.469
C: 1.02 0.57 -1.16  -0.245
C: 0.53 0.96 0.06  0.549
C: 2.50 0.14 -0.98  -0.583
N: -2.43 -2.81 1.54  -1.089
N: -0.12 -1.57 1.09  -1.177
O: -2.06 -0.36 2.15  -0.990
O: -2.24 -1.12 -0.21  -1.016
S: -1.71 -1.36 1.12  2.360
H: -0.82 -0.61 -1.77  0.299
H: 0.81 -0.98 -2.65  0.232
H: 1.01 1.71 -3.13  0.245
H: -0.45 1.83 -2.02  0.231
H: -1.17 0.82 1.32  0.356
H: -1.11 2.39 0.60  0.257
H: 1.47 2.39 1.34  0.224
H: 1.11 0.89 2.31  0.255
H: 3.02 -0.42 -1.75  0.224
H: 2.49 -0.42 -0.02  0.238
H: 2.96 1.09 -0.81  0.201
H: -2.99 -3.05 0.69  0.402
H: -3.12 -2.74 2.40  0.402
H: 0.20 -1.49 1.99  0.342

Values from the calculation:
**LUMO energy**: -1.015 eV
**HOMO-LUMO gap**: 7.3 eV
**Charge**: 0
**HOMO**: -8.3 eV

***

Q: Which of them is the most stable? A: B.

***

A:
# C4H8O2S

The molecule C4H8O2S (ωB97M-V/def2-TZVPD, the Open Molecules 2025 dataset).

Each line ends with the natural charge from an NBO analysis.
Atoms and positions in Å:
C: 1.32 0.50 0.39  0.411
C: -0.11 -1.16 1.64  -0.670
C: -1.06 1.13 -1.37  -0.276
C: 0.22 -0.54 0.34  -0.019
O: 1.84 0.93 -0.65  -0.549
O: -0.88 0.78 0.02  -0.592
S: 0.15 -1.58 -1.00  0.100
H: 1.63 0.86 1.39  0.149
H: 0.80 -1.39 2.10  0.229
H: -0.71 -0.45 2.26  0.255
H: -0.83 -2.01 1.76  0.246
H: -0.14 1.54 -1.63  0.187
H: -1.75 1.93 -1.47  0.201
H: -1.39 0.28 -2.03  0.174
H: 0.93 -0.82 -1.74  0.154

Values from the calculation:
**LUMO energy**: 0.444 eV
**HOMO-LUMO gap**: 9.9 eV
**Charge**: 0
**Structure (SMILES)**: CO[C@@](C)(S)C=O
**HOMO**: -9.5 eV

***

B:
# C4H8O2S

The molecule C4H8O2S (ωB97M-V/def2-TZVPD, the Open Molecules 2025 dataset).

Each line ends with the natural charge from an NBO analysis.
Atoms and positions in Å:
O: -0.51 1.80 -1.89  -0.596
O: 1.51 1.40 -0.84  -0.508
S: 0.20 -1.73 1.42  0.179
C: 0.72 1.85 -1.86  0.634
C: -1.58 -1.46 1.37  -0.752
C: 0.87 0.74 0.27  -0.094
C: 0.64 -0.74 -0.09  -0.533
H: 1.21 2.32 -2.73  0.144
H: -1.80 -0.42 1.68  0.215
H: -2.07 -2.24 2.00  0.237
H: -2.00 -1.54 0.37  0.218
H: 1.50 0.80 1.15  0.205
H: -0.07 1.19 0.49  0.199
H: -0.18 -0.86 -0.80  0.226
H: 1.57 -1.11 -0.52  0.228

Values from the calculation:
**LUMO energy**: 0.902 eV
**HOMO-LUMO gap**: 9.8 eV
**Charge**: 0
**Structure (SMILES)**: CSCCOC=O
**HOMO**: -8.9 eV

***

Q: Which of them is the most stable? A: B.